[1]
This record from the Open Molecules 2025 dataset describes a cluster of 6 separate species, C21H54O12 in total. The level of theory is ωB97M-V/def2-TZVPD.

Geometry as XYZ:
```
87
C21H54O12 ωB97M-V/def2-TZVPD
H -4.052 0.191 3.662
C -2.793 2.795 -1.305
C 1.485 -2.141 4.708
H -0.166 1.065 2.346
H -5.088 0.748 2.308
H -2.549 -0.401 -0.918
H 2.937 1.987 -4.024
O -3.631 -0.466 1.645
H 2.195 1.627 3.030
H 2.034 -4.117 2.871
H -1.841 -1.853 -2.858
O 0.586 2.950 2.884
C -4.550 -0.094 2.720
H 6.917 -0.003 0.596
C -2.888 2.488 0.177
H -3.820 -1.538 -0.519
H 1.220 -3.131 5.083
H 3.385 -2.992 3.054
H 0.611 -1.474 4.924
H 3.489 -0.850 -0.633
C 2.361 -3.047 2.655
H 1.424 -0.282 -4.169
H 0.808 2.193 -3.210
H -3.167 4.311 -3.401
H -0.756 -2.140 1.583
C -1.723 2.519 2.191
O 0.424 -1.342 -2.850
C -2.808 -1.444 -0.882
H -3.201 -2.404 2.192
C -2.830 -1.930 -2.337
H -0.627 1.721 3.898
C -0.461 1.979 2.852
H 6.577 -0.410 -1.063
H 2.465 -1.357 -3.206
C 4.275 -1.589 -0.715
H -3.535 3.275 0.645
H -3.389 1.545 0.360
H -5.103 -3.570 -3.177
H 0.527 -2.159 -2.323
H -2.244 -1.063 3.023
H 5.541 0.851 -0.248
C 1.514 1.961 -0.310
H 2.469 -1.703 1.114
H -3.507 -1.309 -2.928
H 2.403 -1.781 5.244
C 2.378 -2.769 1.147
C 2.239 2.747 -4.330
O 5.261 -1.259 0.244
H 2.463 2.449 -0.005
H -1.593 3.569 -3.488
C 3.814 -3.047 -0.691
H -5.117 -2.612 -1.764
H -4.651 -4.365 -1.602
O -2.248 4.074 -1.551
H -2.161 2.036 -1.758
C -2.669 -1.445 2.065
O 0.902 2.318 -4.148
C 1.535 -1.248 -3.700
O 1.519 -2.104 3.289
H 1.395 -2.962 0.680
C 1.706 2.428 3.585
O 3.434 -3.523 0.583
H 2.423 2.798 -5.423
C -4.594 -3.439 -2.206
C 6.089 -0.123 -0.116
H -3.784 2.594 -1.723
O -1.588 2.488 0.812
H 2.460 3.738 -3.914
H -2.533 1.890 2.501
H -1.650 5.221 -3.129
H -1.910 3.508 2.617
H 4.707 -1.402 -1.676
H -5.226 -0.938 2.964
H 2.395 3.278 3.709
H -0.057 3.100 -0.520
H 1.612 1.030 -0.878
O -3.220 -3.277 -2.411
O 0.683 2.850 -1.096
C -2.178 4.303 -2.944
H -1.106 -0.600 0.907
O -1.879 -2.214 -0.141
H 0.999 1.718 0.664
H 3.033 -3.136 -1.401
C -1.510 -1.554 1.096
H 4.685 -3.679 -1.008
H 1.405 1.970 4.522
H 1.619 -2.024 -4.451
```

Calculated values
energy above the lowest of the compared OMol25 structures with the same formula, charge and spin	0.0	kcal per mole
SMILES	COCCOCCOC.COCCOCCOC.COCCOCCOC.CO.CO.CO
energy	-47215.535	eV
largest force on an atom	0.0485	Eh/bohr
E_LUMO	0.6	eV
HOMO energy	-9.174	eV

Mulliken atomic charge list, values in e, 5 entries: 0.37, -0.82, -0.79, 0.06, 0.29

[2]
This record from the Open Molecules 2025 dataset describes a structure of composition C24H20BiClNP. The level of theory is ωB97M-V/def2-TZVPD.

Geometry as XYZ:
```
48
C24H20BiClNP ωB97M-V/def2-TZVPD
C 1.206 -0.708 -1.332
C -2.170 -1.220 -0.466
C 0.737 4.584 -2.112
C 1.274 3.486 -2.789
H -0.663 2.961 0.541
H -3.897 -2.508 -0.524
C -3.418 -1.618 -0.940
C 1.108 2.194 -2.275
C 0.172 -1.415 5.311
H 1.536 1.349 -2.815
H 1.348 -2.757 -4.075
C -0.997 -1.975 3.387
H 0.863 5.590 -2.513
C 0.395 -2.057 3.060
H 2.194 -1.853 4.344
P 0.107 0.353 -0.300
H -2.017 -1.437 5.251
C 3.034 -2.271 -2.803
H -1.670 -1.789 0.319
H -3.920 0.828 -3.273
H 2.890 -0.249 -0.053
C -3.431 0.248 -2.487
C 1.695 -2.203 -3.197
C 2.562 -0.796 -0.937
C 0.787 -1.424 -2.467
C -0.011 0.653 5.612
C 0.400 1.992 -1.080
C -2.175 0.649 -2.017
H -5.027 -1.198 -2.320
C -1.100 -1.599 4.757
H 3.740 -2.875 -3.373
H -1.808 -2.312 2.767
H 4.515 -1.610 -1.371
Bi -0.135 0.763 2.931
H 0.418 -1.666 6.385
C -0.128 3.112 -0.398
H -0.394 5.250 -0.387
C -1.529 -0.083 -1.009
C -4.051 -0.884 -1.951
C 0.034 4.394 -0.916
N 0.106 0.742 6.777
C 3.466 -1.562 -1.674
H -1.704 1.536 -2.441
H -0.253 -1.385 -2.790
H 1.827 3.628 -3.721
H 0.774 -2.564 2.194
Cl 2.168 1.408 2.942
C 1.141 -1.702 4.227
```

Calculated values
energy	-54349.776	eV
largest force on an atom	0.0922	Eh/bohr
E_LUMO (alpha / beta)	-1.4 / -1.4	eV
HOMO energy (alpha / beta)	-6.789 / -6.791	eV

Mulliken atomic charge list, values in e, 5 entries: -0.09, -0.16, -0.46, -0.65, 0.16

[3]
This record from the Open Molecules 2025 dataset describes a structure of composition H5NO2P2. The level of theory is ωB97M-V/def2-TZVPD.

Geometry as XYZ:
```
10
H5NO2P2 ωB97M-V/def2-TZVPD
H 1.030 -1.388 -0.437
H 1.881 0.968 -1.044
H -1.976 -2.134 -0.778
H -1.568 1.009 1.433
P -0.940 0.381 -0.560
P 0.788 -0.395 0.537
O -1.632 1.310 0.520
H 2.703 0.916 0.396
N 1.794 0.884 -0.037
O -2.080 -1.552 -0.030
```

Calculated values
energy above the lowest of the compared OMol25 structures with the same formula, charge and spin	54.8	kcal per mole
energy	-24242.693	eV
largest force on an atom	0.0725	Eh/bohr
E_LUMO	-0.2	eV
HOMO energy	-9.293	eV

Mulliken atomic charge list, values in e, 5 entries: 0.05, 0.25, 0.27, 0.34, 0.43

[4]
This record from the Open Molecules 2025 dataset describes the molecule C5H8N2. The level of theory is ωB97M-V/def2-TZVPD.

Geometry as XYZ:
```
15
C5H8N2 ωB97M-V/def2-TZVPD
C 2.739 0.202 -0.375
H 1.157 1.839 -1.288
C -2.884 -0.232 0.081
H 3.105 0.485 0.616
C 1.132 0.761 -1.170
H -3.152 -0.769 -0.836
C 1.088 0.149 -0.013
H 3.188 0.876 -1.108
H 2.994 -0.822 -0.639
N -1.459 -0.011 0.086
H -3.403 0.732 0.052
H -1.158 -1.258 1.734
C -0.748 -0.612 0.946
N 0.656 -0.529 0.970
H -3.255 -0.809 0.943
```

Calculated values
energy above the lowest of the compared OMol25 structures with the same formula, charge and spin	108.1	kcal per mole
energy	-8290.308	eV
largest force on an atom	0.0088	Eh/bohr
E_LUMO	1.0	eV
HOMO energy	-8.568	eV

Mulliken atomic charge list, values in e, 5 entries: -0.91, 0.23, -0.71, 0.34, -0.39

[5]
This record from the Open Molecules 2025 dataset describes a structure of composition C6H18BF4O3RbS3. The level of theory is ωB97M-V/def2-TZVPD.

Geometry as XYZ:
```
36
C6H18BF4O3RbS3 ωB97M-V/def2-TZVPD
H -0.732 -3.838 -0.668
C -0.732 0.859 2.326
C -3.396 2.244 2.869
F 3.302 0.172 0.082
C 1.863 -2.623 -0.767
H -1.426 1.026 1.501
H -0.480 -0.194 2.201
C -1.121 1.561 -1.217
O -2.447 -0.718 -1.914
H -2.989 3.254 2.925
H 0.145 1.480 2.145
F 3.986 1.860 -1.249
S -1.703 0.418 -2.569
H -1.972 1.871 -0.611
H -0.384 0.956 -0.689
O -2.413 -0.060 4.131
H 0.541 -0.595 -2.567
H 2.806 -2.105 -0.596
O 0.788 -3.228 1.679
F 2.164 2.097 0.108
S 0.681 -2.298 0.516
Rb 6.182 0.523 -0.849
F 4.179 1.960 0.961
H 1.555 -2.363 -1.779
H -0.934 -2.306 -1.420
C -0.805 -2.774 -0.443
H -0.281 -0.802 -4.111
H 2.152 -3.670 -0.673
S -1.933 1.340 3.749
H -4.318 2.157 3.442
H 0.348 0.741 -3.675
B 3.434 1.489 -0.034
H -3.593 1.793 1.896
C -0.159 -0.130 -3.261
H -0.662 2.449 -1.652
H -1.644 -2.545 0.213
```

Calculated values
energy above the lowest of the compared OMol25 structures with the same formula, charge and spin	60.7	kcal per mole
energy	-57366.861	eV
largest force on an atom	0.0802	Eh/bohr
E_LUMO	-1.3	eV
HOMO energy	-8.098	eV

Mulliken atomic charge list, values in e, 5 entries: 0.41, -0.30, -0.83, -0.16, -1.03

[6]
This record from the Open Molecules 2025 dataset describes a cluster of 6 separate species, C31H43BN2O18 in total. The level of theory is ωB97M-V/def2-TZVPD.

Geometry as XYZ:
```
95
C31H43BN2O18 ωB97M-V/def2-TZVPD
O -5.748 -1.342 -4.843
O -6.089 0.858 -5.292
O -3.728 2.318 5.453
C -2.355 1.497 -2.262
H 7.085 -7.201 -0.621
O -1.409 -2.472 2.258
H 7.314 -5.017 0.718
H -2.193 4.439 -6.421
H 3.889 0.006 3.612
H 8.015 -6.411 -1.916
H 0.000 -0.369 -1.812
C 5.491 2.091 5.319
C -1.502 3.792 -3.356
C -2.833 -0.849 1.164
H -2.825 4.556 6.822
H 1.563 1.773 3.594
N -1.598 -1.622 1.213
H 2.483 -1.364 -2.405
O -1.747 -0.932 4.269
H -6.893 -4.501 -4.593
C -2.155 0.437 -1.101
C -6.520 -0.240 -5.056
H -5.214 3.624 7.173
C 7.315 -5.062 -0.377
C -2.503 4.854 -5.395
H 5.273 -1.931 -2.275
C -0.842 -0.434 -1.033
O 1.966 2.050 -4.021
C -0.631 -1.451 0.146
H -8.088 -2.315 -5.973
H -2.003 -0.043 3.902
H -2.997 1.512 7.193
H 1.865 2.458 5.209
O 3.766 0.701 -3.747
H 2.009 3.479 3.792
H -3.572 -1.041 2.020
N -2.522 3.737 -4.401
C 5.059 -1.245 -3.099
C 2.558 1.213 -3.400
H 5.821 -5.034 -1.969
B -0.864 -1.610 3.340
H -6.634 -2.312 -3.267
H -4.412 3.076 8.664
H -0.782 4.686 -3.339
H -0.545 2.786 -1.456
H 6.007 -0.893 -3.512
H -5.928 -3.742 -5.882
O -7.842 -0.541 -4.968
H -1.700 5.643 -5.130
C 7.810 -6.415 -0.842
C -6.147 -3.733 -4.810
H -5.343 1.946 7.663
C 3.970 0.706 4.448
O 6.040 -3.262 -0.954
O 7.762 -1.827 -1.290
C -3.480 2.637 -4.429
C -2.629 2.727 4.765
C -2.394 3.550 6.830
H -4.263 2.699 -5.269
C 2.940 -0.468 -1.972
C -6.618 -2.366 -4.362
C 2.187 2.466 4.164
C -1.352 2.715 -2.263
H 3.057 -0.613 -0.896
O 8.156 -4.017 -0.862
H 4.823 0.585 -1.992
C 3.655 2.115 4.041
H -4.162 0.763 0.136
O 5.316 0.807 4.889
H -8.781 -2.285 -4.335
H 8.752 -6.662 -0.347
H 4.011 2.328 3.027
C 4.226 -0.070 -2.636
H -1.695 3.470 7.663
H 3.357 0.343 5.278
C 7.362 -2.931 -1.057
O 2.097 0.649 -2.243
C -7.938 -1.962 -4.949
C -4.663 2.801 7.637
O 0.555 -1.428 3.562
O -2.469 2.574 3.580
C 5.977 -4.685 -0.943
H 0.325 -2.089 0.199
H -3.505 5.384 -5.524
C -3.422 2.459 6.841
C -3.180 0.188 0.070
H 4.554 -1.794 -3.900
H -4.208 0.620 -3.396
O -1.730 3.331 5.589
O 4.437 2.877 4.953
O 6.441 2.473 5.934
C -3.450 1.467 -3.356
H 5.150 -5.031 -0.320
H 0.886 -0.653 3.040
H -5.217 -3.998 -4.300
```

Calculated values
energy	-73336.568	eV
largest force on an atom	0.1106	Eh/bohr
E_LUMO	-7.6	eV
net charge	+2
HOMO energy	-13.819	eV

Mulliken atomic charge list, values in e, 5 entries: -0.35, -0.52, -0.33, 0.38, 0.37

[7]
This record from the Open Molecules 2025 dataset describes the molecule C13H10BF3N2O7S. The level of theory is ωB97M-V/def2-TZVPD.

Geometry as XYZ:
```
37
C13H10BF3N2O7S ωB97M-V/def2-TZVPD
H 2.438 -3.560 -2.449
O -0.093 -2.028 3.039
N -0.074 0.625 -0.673
C 2.570 -2.663 -1.870
O -0.074 -0.176 -1.616
O -0.525 -2.961 0.706
H -3.993 0.146 2.886
H 2.177 1.937 -2.035
O 2.941 2.015 -2.678
H 1.347 -3.220 -0.262
C -2.184 -0.552 2.264
N 1.460 -0.993 1.310
O 0.775 1.532 -0.595
H 5.286 1.987 -3.379
O 5.167 1.078 -2.976
C 3.397 -0.408 -1.782
F -6.174 1.094 1.004
F -6.178 3.281 1.404
C -3.226 1.355 1.230
F -5.414 1.885 2.899
C 2.171 -1.233 0.151
C 2.884 -0.270 -0.491
H 1.503 -0.118 1.794
C -5.554 2.102 1.585
H 3.484 -1.659 -3.516
C -1.118 0.553 0.388
C 2.044 -2.447 -0.603
C -1.170 -0.514 1.294
C -2.171 1.462 0.392
O -4.221 2.326 1.049
B 3.816 0.955 -2.466
C 3.306 -1.597 -2.428
H 3.003 0.693 -0.059
S 0.008 -1.878 1.544
C -3.179 0.349 2.224
H -2.218 2.218 -0.363
H -2.212 -1.317 3.080
```

Calculated values
energy above the lowest of the compared OMol25 structures with the same formula, charge and spin	20.7	kcal per mole
SMILES	O=[N+]([O-])c1cc(OC(F)(F)F)ccc1S(=O)(=O)Nc1cccc(B(O)O)c1
energy	-50617.557	eV
largest force on an atom	0.0999	Eh/bohr
E_LUMO	-1.1	eV
HOMO energy	-8.855	eV

Mulliken atomic charge list, values in e, 5 entries: 0.45, -0.68, 1.09, -1.02, -0.53